Here is a cluster of 2 separate species, C4H10NO in total in a non-equilibrium geometry from the Open Molecules 2025 dataset. Energies are from the ωB97M-V functional and the def2-TZVPD basis.

Each atom is followed by the atoms it is bonded to, with distances in Å.
Cartesian coordinates (Å):
1 O -2.46917 -0.60591 0.44038  H8 0.935, H13 0.900
2 N 0.01796 -0.00382 1.10661  C3 1.267, C4 1.429, H14 1.103
3 C 0.34708 -0.56420 2.19428  N2 1.267, H7 1.189, H12 1.076
4 C 0.90108 0.19943 0.00204  N2 1.429, C5 1.356, H11 1.082
5 C 0.48877 0.39782 -1.27482  C4 1.356, C6 1.496, H9 1.062
6 C 1.40497 0.65740 -2.42840  C5 1.496, H10 1.121, H15 1.191, H16 1.157
7 H -0.24881 -0.70790 3.21350  C3 1.189
8 H -3.07733 -0.05776 0.89209  O1 0.935
9 H -0.56269 0.46474 -1.40895  C5 1.062
10 H 2.29812 0.02507 -2.66967  C6 1.121
11 H 1.91803 -0.08220 0.24260  C4 1.082
12 H 1.35898 -0.78145 2.48970  C3 1.076
13 H -2.54140 -0.88956 -0.41112  O1 0.900
14 H -1.00190 0.38147 0.94077  N2 1.103
15 H 0.72982 0.72737 -3.40707  C6 1.191
16 H 1.90337 1.65165 -2.10968  C6 1.157

Computed properties:
LUMO level	-0.176	Eh
total charge	+1


Here is the ion C4H10NO with charge +1 in a non-equilibrium geometry from the Open Molecules 2025 dataset. Energies are from the ωB97M-V functional and the def2-TZVPD basis.

Each atom is followed by the atoms it is bonded to, with distances in Å.
Cartesian coordinates (Å):
1 O -0.47932 -1.01503 0.45032  N2 1.367, C6 1.398
2 N -0.13832 0.27855 0.16950  O1 1.367, C4 1.431, C5 1.432
3 C 2.26498 -0.31276 -0.22700  C5 1.422, H7 1.080, H8 1.187, H16 1.123
4 C -1.06407 1.34317 0.40744  N2 1.431, H12 1.074, H13 1.042, H14 1.120
5 C 1.22484 0.64421 -0.07004  N2 1.432, C3 1.422, H9 1.185
6 C -1.59421 -1.45164 -0.27189  O1 1.398, H10 1.114, H11 1.055, H15 1.157
7 H 3.07311 0.06029 -0.83940  C3 1.080
8 H 1.88998 -1.42147 -0.42522  C3 1.187
9 H 1.49678 1.79713 -0.09606  C5 1.185
10 H -1.44613 -1.04441 -1.29792  C6 1.114
11 H -1.44778 -2.49087 -0.16132  C6 1.055
12 H -1.61189 1.42191 1.32765  C4 1.074
13 H -1.83232 1.28788 -0.29456  C4 1.042
14 H -0.53130 2.32411 0.31628  C4 1.120
15 H -2.55045 -1.03377 0.22712  C6 1.157
16 H 2.74611 -0.38733 0.78509  C3 1.123

Computed properties:
LUMO level	-0.189	Eh
total charge	+1
structure (SMILES)	C/C=[N+](/C)OC


Going through the records in order, we get ΔE to the lowest compared entry with this formula, charge and spin values of 60.69, 89.56 kcal/mol.
Going through the records in order, we get HOMO level values of -14.0, -15.2 eV.
Going through the records in order, we get E values of -288.06638, -288.02036 hartree.